Version i
Entry from the OMol25 dataset: C16H23N3O in the gas phase (ωB97M-V/def2-TZVPD).

Output
HOMO energy, eV: -8.2
Kohn-Sham gap, eV: 8.64
SMILES: CCCCc1nc(NCCO)c(C#N)c2c1CCCC2

```
43
Properties=species:S:1:pos:R:3:lowdin_charge:R:1
C 2.1464 3.3573 1.9910 -0.11
C 1.9982 2.3103 0.8941 -0.27
C 0.9619 2.7283 -0.1454 -0.21
H -0.0024 2.8758 0.3434 0.11
H 1.2642 3.6764 -0.5955 0.11
C 0.7899 1.6824 -1.2541 -0.13
C 0.2040 0.4156 -0.6959 -0.22
N -1.0491 0.5579 -0.2859 0.18
C -1.6860 -0.4557 0.2819 -0.27
N -2.9542 -0.2501 0.7101 0.05
H -3.4543 -1.0365 1.0937 0.13
C -3.6714 0.9736 0.4521 -0.17
H -4.4247 1.1062 1.2312 0.12
H -2.9529 1.7943 0.4826 0.11
C -4.3517 0.9666 -0.9264 -0.26
O -5.3789 0.0103 -1.0221 -0.06
H -4.9983 -0.8676 -0.9051 0.08
H -3.5880 0.8010 -1.6980 0.11
H -4.8285 1.9325 -1.1024 0.12
C -1.0491 -1.7071 0.4669 -0.11
C 0.2681 -1.8661 0.0234 -0.10
C 0.9094 -0.7908 -0.5899 -0.11
C 2.3230 -0.9189 -1.0952 -0.15
C 2.7872 -2.3691 -1.1927 -0.19
C 2.4464 -3.1087 0.0930 -0.19
C 0.9316 -3.1985 0.2199 -0.13
H 0.6475 -3.6057 1.1939 0.12
H 0.5434 -3.8890 -0.5374 0.14
H 2.8768 -4.1113 0.0887 0.11
H 2.8592 -2.5668 0.9470 0.12
H 3.8625 -2.3939 -1.3789 0.11
H 2.2901 -2.8603 -2.0325 0.12
H 2.4045 -0.4536 -2.0801 0.11
H 2.9875 -0.3734 -0.4173 0.12
C -1.7607 -2.7528 1.0730 -0.21
N -2.3989 -3.5764 1.5606 0.17
H 0.0903 2.0780 -1.9933 0.12
H 1.7476 1.5041 -1.7385 0.10
H 1.6976 1.3591 1.3397 0.11
H 2.9639 2.1613 0.4042 0.11
H 1.1996 3.5051 2.5057 0.07
H 2.4586 4.3103 1.5689 0.07
H 2.8893 3.0459 2.7217 0.07
```

Version ii
Entry from the OMol25 dataset: C16H23N3O in the gas phase (ωB97M-V/def2-TZVPD).

Output
HOMO energy, eV: -8.5
Kohn-Sham gap, eV: 9.27
SMILES: CCCCn1c(CNC(=O)CCC)nc2ccccc21

```
43
Properties=species:S:1:pos:R:3:lowdin_charge:R:1
C 0.0821 -1.1919 -1.3649 -0.09
C -0.4328 -1.9688 -0.1570 -0.23
C 0.6090 -2.1537 0.9475 -0.17
H 0.2637 -2.9405 1.6217 0.11
C 0.8573 -0.9138 1.8164 -0.11
N 1.4941 0.1659 1.1069 0.02
C 0.9990 1.4130 0.8345 -0.29
N 1.7973 2.1395 0.1017 0.17
C 2.9016 1.3636 -0.1299 -0.23
C 4.0648 1.6436 -0.8383 -0.02
C 5.0393 0.6703 -0.8764 -0.10
C 4.8780 -0.5510 -0.2185 -0.10
C 3.7301 -0.8499 0.4862 -0.02
C 2.7324 0.1140 0.5124 -0.17
H 3.6297 -1.7902 1.0072 0.10
H 5.6759 -1.2780 -0.2593 0.10
H 5.9563 0.8541 -1.4166 0.10
H 4.1896 2.5955 -1.3288 0.11
C -0.2912 1.9471 1.3641 -0.08
N -1.4535 1.5015 0.6209 0.09
C -2.3846 0.6886 1.1614 -0.52
O -2.2598 0.2205 2.2786 0.03
C -3.6140 0.4037 0.3166 -0.12
C -3.5044 0.6511 -1.1855 -0.27
C -4.7482 0.1432 -1.9081 -0.11
H -5.6385 0.6435 -1.5338 0.07
H -4.6720 0.3321 -2.9763 0.07
H -4.8677 -0.9271 -1.7569 0.07
H -2.6271 0.1360 -1.5824 0.09
H -3.3989 1.7201 -1.3873 0.11
H -4.4214 1.0137 0.7331 0.13
H -3.8863 -0.6384 0.5014 0.12
H -1.5596 1.8566 -0.3142 0.13
H -0.2299 3.0381 1.3148 0.13
H -0.4416 1.6361 2.4020 0.13
H -0.0952 -0.5616 2.2176 0.10
H 1.5020 -1.1996 2.6565 0.13
H 1.5456 -2.4855 0.4973 0.10
H -0.7424 -2.9610 -0.4949 0.11
H -1.3123 -1.4758 0.2591 0.09
H -0.6400 -1.2399 -2.1781 0.06
H 0.2561 -0.1458 -1.1299 0.05
H 1.0176 -1.6190 -1.7210 0.08
```

According to the calculations, the structures order from most to least stable as version ii, version i.

Version i
Entry from the OMol25 dataset: a 2-piece molecular cluster, C7H13N3O2 overall (ωB97M-V/def2-TZVPD).

Output
HOMO energy, eV: -9.5
Kohn-Sham gap, eV: 9.95
SMILES: C/C(CO)=N\O.N#CC1CNC1

```
25
Properties=species:S:1:pos:R:3:lowdin_charge:R:1
C -2.3041 -0.0705 1.2436 -0.02
C -2.3659 0.4391 -0.1479 -0.35
C -2.6876 -0.5843 -1.1959 -0.22
C 2.2818 1.5299 -0.6547 -0.21
C 2.4377 0.4833 0.3287 -0.25
C 3.7577 -0.3026 0.0919 -0.17
C 1.7111 -0.8507 -0.0654 -0.16
H -2.0940 0.7217 1.9629 0.07
H -1.4834 -0.8029 1.3287 0.09
H -3.2381 -0.5660 1.5193 0.08
H -2.6969 -0.0793 -2.1761 0.13
H -1.8479 -1.3116 -1.2000 0.12
H -3.9194 -1.6517 -0.1102 0.07
H -1.4588 3.2518 0.2108 0.09
H 2.2546 0.8428 1.3591 0.15
H 4.3404 -0.4053 1.0258 0.12
H 4.4139 0.0738 -0.7147 0.12
H 3.1980 -2.3082 0.1439 0.10
H 1.1810 -1.3101 0.7724 0.10
H 1.0608 -0.7691 -0.9475 0.11
N -2.0135 1.6120 -0.5065 0.05
N 2.2119 2.2819 -1.5375 0.15
N 3.0022 -1.4588 -0.3480 -0.05
O -3.9399 -1.2074 -0.9647 -0.05
O -1.8016 2.4423 0.5821 -0.06
```

Version ii
Entry from the OMol25 dataset: a 2-piece molecular cluster, C7H13N3O2 overall (ωB97M-V/def2-TZVPD).

Output
HOMO energy, eV: -8.8
Kohn-Sham gap, eV: 9.03
SMILES: CC(C)c1nccn1C.O=NO

```
25
Properties=species:S:1:pos:R:3:lowdin_charge:R:1
C -0.9187 1.6220 1.7230 -0.16
C -0.6082 2.2908 0.5710 -0.06
C 0.0875 0.1996 0.4725 -0.38
C 2.2507 -0.8591 -0.1214 -0.03
C 0.2317 -2.1778 0.5874 -0.10
C 0.4633 1.5827 -1.5907 0.00
C 0.6770 -0.9870 -0.1930 -0.34
N -0.4178 0.3577 1.6914 0.07
N -0.0013 1.3392 -0.2260 -0.10
N -2.3337 -0.2740 -0.7785 -0.06
O -3.0013 -0.6664 -1.7043 0.03
O -2.7606 -0.7521 0.4784 -0.03
H -1.2272 1.7624 2.7671 0.11
H -0.6865 3.3085 0.1611 0.12
H 2.5645 -0.2731 -0.9031 0.01
H 2.7346 -1.8688 -0.2735 0.11
H 2.5765 -0.3141 0.6921 0.06
H 0.8966 -3.0715 0.3946 0.10
H -0.7903 -2.5787 0.4657 0.08
H 0.3674 -1.9952 1.5983 0.05
H 0.3740 2.5959 -1.8722 0.06
H 1.5619 1.2201 -1.5686 0.11
H -0.1408 1.1113 -2.4069 0.11
H 0.3822 -1.1139 -1.2573 0.14
H -2.2816 -0.4586 1.2931 0.08
```

According to the calculations, the structures order from most to least stable as version i, version ii.

Version i
Entry from the OMol25 dataset: C13H15N3O3 in the gas phase (ωB97M-V/def2-TZVPD).

Output
HOMO energy, eV: -7.8
Kohn-Sham gap, eV: 8.39
SMILES: NCC(=O)N[C@@H](Cc1c[nH]c2ccccc12)C(=O)O

```
34
Properties=species:S:1:pos:R:3:lowdin_charge:R:1
C 2.5405 -2.1424 -0.9121 -0.20
C 2.2457 -0.8369 -0.1490 -0.46
C 1.1936 1.4160 -0.3066 -0.19
C 2.4343 2.2588 -0.1532 -0.51
C 0.4839 1.2246 1.0399 -0.09
C -0.6790 0.2763 0.8638 -0.15
C -0.6117 -1.0620 1.2289 -0.05
C -1.9895 0.4831 0.3169 -0.14
C -2.6288 -0.7835 0.3292 -0.22
C -2.7308 1.5713 -0.1055 -0.02
C -3.8995 -0.9804 -0.1960 -0.03
C -3.9833 1.3810 -0.7146 -0.11
C -4.5293 0.1331 -0.7747 -0.12
H 4.4638 -2.4982 -0.5012 0.08
H 3.4302 -3.0150 0.6738 0.07
H 1.6337 -2.7214 -0.8674 0.11
H 2.7903 -1.9336 -1.9318 0.11
H 1.7248 0.1153 -1.8429 0.16
H 0.5068 1.8848 -1.0906 0.19
H 1.2713 0.9192 1.7130 0.11
H 0.0949 2.2110 1.3498 0.13
H 0.2216 -1.5632 1.7313 0.13
H -2.0882 -2.6420 1.1451 0.17
H -2.3012 2.5635 0.0299 0.11
H -4.2469 -2.0225 -0.1513 0.11
H -4.6581 2.1514 -0.9757 0.09
H -5.4881 -0.1453 -1.3217 0.12
H 3.1063 3.7825 0.7626 0.14
N 3.5662 -2.9832 -0.3349 0.00
N 1.6286 0.1194 -0.8335 0.11
N -1.7645 -1.6948 0.8987 0.07
O 2.5047 -0.7753 1.0716 0.02
O 3.4916 2.0034 -0.6419 0.13
O 2.2662 3.3049 0.6500 0.12
```

Version ii
Entry from the OMol25 dataset: C13H15N3O3 in the gas phase (ωB97M-V/def2-TZVPD).

Output
HOMO energy, eV: -7.7
Kohn-Sham gap, eV: 8.02
SMILES: N[C@@H](Cc1c[nH]c2ccccc12)C(=O)NCC(=O)O

```
34
Properties=species:S:1:pos:R:3:lowdin_charge:R:1
C 1.4083 -1.3842 1.4115 -0.41
C 1.3021 0.0667 1.9456 -0.39
C 0.0972 -1.9656 1.2336 -0.12
C -0.6791 -1.3799 0.0255 -0.17
C -1.0690 -0.0761 0.1991 -0.06
C -0.9717 -1.7443 -1.2527 -0.12
C -1.4819 -0.5358 -1.9312 -0.19
C -0.9504 -2.9049 -2.1077 -0.01
C -1.7797 -0.3902 -3.2997 -0.03
C -1.4159 -2.7890 -3.4261 -0.10
C -1.7241 -1.5469 -4.0726 -0.09
C 1.4690 2.4736 1.7326 -0.10
C 0.6514 3.3553 0.8345 -0.53
H 3.1325 -1.7007 2.3069 0.08
H 1.7980 -2.3676 3.1412 0.12
H 1.8744 -1.3196 0.3941 0.16
H -0.5476 -1.7555 2.0904 0.13
H 0.2237 -3.0593 1.2071 0.13
H -0.8997 0.4744 1.0763 0.11
H -1.6156 1.5139 -0.8883 0.16
H -0.9858 -3.8584 -1.6460 0.09
H -1.9452 0.6235 -3.6321 0.10
H -1.6218 -3.6658 -4.0210 0.09
H -1.8200 -1.4672 -5.1398 0.09
H 1.4001 1.1115 0.1400 0.16
H 2.4561 3.0097 1.7061 0.15
H 1.0561 2.4502 2.7308 0.14
H -0.1251 5.1197 0.7583 0.15
N 2.2637 -2.2111 2.1980 0.06
N -1.5366 0.4693 -1.0037 0.09
N 1.5621 1.1737 1.1662 0.06
O 0.9695 0.1945 3.1579 0.02
O 0.0598 2.9070 -0.0571 0.14
O 0.5280 4.6230 1.3365 0.09
```

According to the calculations, the structures order from most to least stable as version i, version ii.

Version i
Entry from the OMol25 dataset: C3H3IO as an isolated structure (ωB97M-V/def2-TZVPD).

Output
HOMO energy, eV: -9.3
Kohn-Sham gap, eV: 8.35

```
8
Properties=species:S:1:pos:R:3:lowdin_charge:R:1
C 0.0896 0.2144 0.0039 -0.17
C -0.9264 0.8248 0.1642 -0.21
C 1.4623 -0.2901 -0.0486 -0.10
O -2.3708 1.0424 -0.0101 -0.76
I -3.2999 -0.6702 -0.0015 0.95
H 1.8230 -0.2930 0.9598 0.06
H 1.2490 -1.3595 -0.3705 0.11
H 1.9733 0.5313 -0.6971 0.12
```

Version ii
Entry from the OMol25 dataset: C3H3IO as an isolated structure (ωB97M-V/def2-TZVPD).

Output
HOMO energy, eV: -8.6
Kohn-Sham gap, eV: 8.26

```
8
Properties=species:S:1:pos:R:3:lowdin_charge:R:1
C 0.2922 0.2596 0.6727 -0.24
C -1.0700 -1.9224 0.1403 -0.36
C -0.8434 -0.6145 0.3283 -0.73
O -1.1147 -3.0752 -0.0314 0.16
I -2.8204 0.1986 -0.0912 0.82
H 0.5907 1.1440 -0.1376 0.12
H 0.4190 0.5495 1.9024 0.13
H 1.4233 -0.0985 0.9283 0.10
```

According to the calculations, the structures order from most to least stable as version ii, version i.

Version i
Entry from the OMol25 dataset: a 2-piece molecular cluster, C3H3IO overall (ωB97M-V/def2-TZVPD).

Output
HOMO energy (alpha / beta), eV: -8.4 / -8.4
Kohn-Sham gap (alpha / beta), eV: 6.83 / 6.83

```
8
Properties=species:S:1:pos:R:3:lowdin_charge:R:1
C 0.9297 0.9624 0.8982 0.17
C -0.4692 -0.5123 -0.3261 -0.58
C -0.6156 -1.2546 -1.3929 -0.51
O -0.7256 -2.0613 -2.2684 0.09
I -2.4783 -0.1296 0.1766 0.78
H 1.7177 0.0885 0.8972 0.07
H 1.1221 1.7077 0.2113 -0.01
H 0.5192 1.1992 1.8041 -0.01
```

Version ii
Entry from the OMol25 dataset: C3H3IO in the gas phase (ωB97M-V/def2-TZVPD).

Output
HOMO energy, eV: -9.3
Kohn-Sham gap, eV: 8.59
SMILES: C=C(I)C=O

```
8
Properties=species:S:1:pos:R:3:lowdin_charge:R:1
C 0.6756 -1.1128 -0.1259 0.00
C -0.0568 1.2812 0.0983 -0.39
C -0.1369 -0.1226 0.0683 -0.51
O -0.9657 2.0202 -0.2208 -0.03
I -2.4353 -0.5592 -0.0181 0.69
H 0.3283 -2.0673 -0.3038 0.04
H 1.7241 -1.1059 -0.0760 0.07
H 0.8666 1.6665 0.5778 0.14
```

According to the calculations, the structures order from most to least stable as version ii, version i.

Version i
Entry from the OMol25 dataset: C6H9OP in the gas phase (ωB97M-V/def2-TZVPD).

Output
HOMO energy, eV: -8.4
Kohn-Sham gap, eV: 8.77
SMILES: CP1C=C[C@]2(C)O[C@H]12

```
17
Properties=species:S:1:pos:R:3:lowdin_charge:R:1
C 0.4876 -0.6108 -1.3968 -0.02
C -0.9720 -0.7972 -1.2476 -0.30
C 0.0651 -0.7604 1.0563 -0.40
C 1.0510 -0.5587 -0.0899 -0.53
C 2.3491 0.3317 0.0692 -0.01
C -2.3245 0.9424 0.5976 -0.27
O 0.9044 -1.7349 0.6576 -0.01
P -1.6845 -0.8240 0.3219 0.92
H 0.9420 -0.2595 -2.2908 0.09
H -1.7561 -0.8824 -2.0503 0.06
H 0.3170 -0.1819 1.9223 0.10
H 1.9254 1.3226 -0.2133 0.09
H 3.2688 -0.0909 -0.3881 0.08
H 2.7670 0.4194 1.1560 0.10
H -1.7378 1.3884 1.4408 0.05
H -3.3838 0.8843 0.8489 0.01
H -2.2186 1.4120 -0.3937 0.03
```

Version ii
Entry from the OMol25 dataset: C6H9OP as an isolated structure (ωB97M-V/def2-TZVPD).

Output
HOMO energy (alpha / beta), eV: -7.9 / -7.9
Kohn-Sham gap (alpha / beta), eV: 7.73 / 7.73

```
17
Properties=species:S:1:pos:R:3:lowdin_charge:R:1
C 1.3613 -3.1174 -0.9909 -0.05
C 1.3818 -1.6747 -0.4239 -0.16
C 0.0226 -3.0935 -0.8431 -0.09
C 0.0869 -1.5989 -0.3749 -0.29
C -0.2093 2.7516 -0.1324 -0.08
C -0.4658 2.0460 1.2422 -0.40
O -1.6172 1.2643 1.1415 -0.49
P -1.3807 -0.4898 0.9402 1.01
H 2.1258 -3.7946 -1.2202 0.07
H 2.2179 -1.0181 -0.1485 0.09
H -0.7733 -3.7181 -1.2582 0.09
H 0.6674 3.3085 -0.0325 0.04
H -0.2435 1.9937 -0.8635 0.05
H -1.0903 3.4593 -0.2904 0.10
H -0.5181 2.7602 2.1054 0.12
H 0.5026 1.3900 1.3923 0.12
H -2.0681 -0.4684 -0.2432 -0.12
```

According to the calculations, the structures order from most to least stable as version i, version ii.